one) Formula: C32H62BN2O12PtS6
Source: OMol25
Level of theory: ωB97M-V/def2-TZVPD

```
! RIJCOSX wB97M-V def2-TZVPD def2/J DEFGRID3
* xyz 1 3
Pt -1.27138 -1.94679 -1.38438
B -0.04582 0.93387 -0.14387
H 0.50807 1.75128 0.29117
H 0.23065 0.73120 -1.16697
H 0.14018 0.07576 0.48325
H -1.09713 1.17107 -0.09164
C 2.46580 0.56601 -7.23567
C 3.07889 -0.77179 -7.80672
C 1.98910 -1.86363 -7.87994
S 0.42156 -1.18913 -7.11198
O 0.46401 -1.34716 -5.66722
O -0.79984 -1.47315 -7.89529
C 0.95009 0.51869 -7.56786
H 3.04946 1.37090 -7.68243
H 2.66531 0.53235 -6.16462
H 3.95186 -1.11308 -7.25036
H 3.51982 -0.53760 -8.77566
H 2.25993 -2.82309 -7.43927
H 1.64747 -2.07453 -8.89330
H 0.36057 1.24779 -7.01202
H 0.83796 0.57934 -8.65038
C 5.16573 5.93500 -0.86035
C 3.76445 6.59683 -0.72091
C 3.62947 6.94562 0.79133
S 4.48815 5.46928 1.76417
O 3.44007 4.53841 2.26009
O 5.48729 6.06338 2.65866
C 5.18369 4.79171 0.14344
H 5.98166 6.61689 -0.62078
H 5.33026 5.60324 -1.88552
H 3.01826 5.81871 -0.88166
H 3.57549 7.42190 -1.40769
H 2.68590 7.30897 1.19845
H 4.28582 7.81583 0.79773
H 4.44903 4.09107 -0.25341
H 6.13313 4.32843 0.41186
C 1.86983 -9.14002 2.29377
C 1.50336 -8.58448 3.70987
C 1.11084 -7.13759 3.45706
S 0.02108 -7.20615 1.96397
O -0.02834 -5.97348 1.15913
O -1.22991 -7.89345 2.26687
C 1.04991 -8.46514 1.16190
H 1.65866 -10.20929 2.30723
H 2.95798 -9.08244 2.26721
H 2.34349 -8.65791 4.40044
H 0.67086 -9.15957 4.11523
H 1.95332 -6.49576 3.19939
H 0.65095 -6.56044 4.25924
H 1.67959 -7.84091 0.52791
H 0.39468 -9.17849 0.66199
C -8.36043 1.60887 -3.47465
C -7.91100 0.46603 -4.41929
C -6.78090 0.92230 -5.27883
S -5.71099 1.59934 -4.01224
O -5.04728 2.77139 -4.56857
O -4.90678 0.56307 -3.39946
C -7.07689 2.11692 -2.81644
H -9.07180 1.34168 -2.69320
H -8.85890 2.40997 -4.02043
H -8.74848 0.11755 -5.02366
H -7.54852 -0.38292 -3.83964
H -7.15966 1.68075 -5.96396
H -6.33831 0.20255 -5.96743
H -7.02565 3.14073 -2.44593
H -6.91134 1.40392 -2.00878
C -4.88230 -1.43673 5.86970
C -4.99019 0.06022 5.55835
C -4.62021 0.30593 4.13366
S -5.30989 -1.15619 3.18598
O -4.28471 -1.61925 2.16184
O -6.68768 -0.82789 2.84710
C -5.28802 -2.25227 4.66288
H -5.54151 -1.57096 6.72733
H -3.85253 -1.70325 6.10768
H -4.29398 0.59737 6.20244
H -5.94507 0.53328 5.78756
H -3.53632 0.31637 4.01886
H -5.05196 1.13604 3.57454
H -4.61729 -3.10709 4.57629
H -6.31921 -2.57334 4.81007
C 6.79343 -1.09898 -2.06152
C 7.34278 -2.25224 -2.84002
C 6.35215 -3.53759 -2.76849
S 5.22790 -3.18881 -1.32515
O 5.30965 -4.23798 -0.32932
O 3.87573 -2.74585 -1.74067
C 6.17978 -1.69303 -0.77881
H 6.05390 -0.57312 -2.66539
H 7.47564 -0.26399 -1.90188
H 8.31686 -2.49371 -2.41464
H 7.49728 -2.03084 -3.89605
H 6.92068 -4.42518 -2.49093
H 5.73435 -3.83426 -3.61608
H 6.97219 -2.01792 -0.10454
H 5.51341 -1.03713 -0.21861
N 1.42836 0.76030 6.58577
C 1.57664 -0.49678 7.03831
C 0.81503 -0.69730 8.17977
C 0.19663 0.52438 8.35260
C 0.55304 1.44339 7.40904
H 1.78268 1.23729 5.76905
H 2.32621 -1.07298 6.51626
H 0.74691 -1.63762 8.70661
H -0.51399 0.75306 9.13306
H 0.24088 2.47399 7.32643
N -2.22889 5.55303 1.51620
C -3.01841 6.28162 0.64410
C -3.86194 7.08651 1.32172
C -3.59730 6.89327 2.66888
C -2.58359 5.96267 2.78481
H -1.63289 4.76273 1.31542
H -2.93218 6.16873 -0.42652
H -4.53110 7.76664 0.81571
H -4.10170 7.41168 3.47090
H -2.10303 5.49276 3.63018
*
```

The calculation puts the HOMO-LUMO gap (spin up / spin down) at 5.14 / 2.04 eV. The HOMO energy (spin up / spin down) is -0.3486 / -0.3486 Eh. Its expectation value of S² is 2.018.

=====

two) Formula: C32H62BN2O12PtS6
Source: OMol25
Level of theory: ωB97M-V/def2-TZVPD

```
! RIJCOSX wB97M-V def2-TZVPD def2/J DEFGRID3
* xyz 1 3
Pt -12.93726 6.91868 -0.82393
B -12.42145 8.26755 -2.67480
H -12.46747 8.77087 -1.65815
H -11.47687 7.63112 -2.79196
H -13.22210 7.44415 -2.57659
H -12.66460 8.89492 -3.60563
C -6.96041 7.71463 -0.42019
C -7.64648 7.17307 -1.65483
C -8.80014 8.14173 -2.00705
S -9.58900 8.50992 -0.40606
O -10.72552 7.61687 -0.19515
O -9.73175 9.91902 -0.25781
C -8.06927 7.99054 0.59040
H -6.40486 8.62349 -0.65488
H -6.22880 7.01554 -0.01617
H -8.03381 6.15391 -1.59200
H -6.94110 7.10087 -2.48651
H -9.57920 7.83506 -2.69651
H -8.30475 9.06413 -2.31218
H -8.47007 7.15151 1.16270
H -7.95265 8.77321 1.33828
C -16.90911 2.81475 -3.04197
C -17.64005 3.68737 -1.99491
C -16.67375 3.95976 -0.79859
S -14.97547 3.89411 -1.52471
O -14.24170 2.77329 -0.97722
O -14.34479 5.21546 -1.55401
C -15.58236 3.51719 -3.21204
H -17.47497 2.80793 -3.97128
H -16.64788 1.79871 -2.74445
H -18.53707 3.13850 -1.70196
H -18.05607 4.58354 -2.45451
H -16.88979 3.19974 -0.05227
H -16.90834 4.94199 -0.39728
H -14.73400 3.02905 -3.69200
H -15.68017 4.47744 -3.72408
C -16.70829 10.66797 -1.86151
C -16.93924 9.90609 -3.18757
C -16.10248 8.63744 -3.00083
S -16.38187 8.10081 -1.24027
O -15.07781 7.73967 -0.70306
O -17.44700 7.12667 -1.25001
C -16.89880 9.76285 -0.66386
H -17.34052 11.55793 -1.86166
H -15.71329 11.11599 -1.93064
H -16.54963 10.49616 -4.01698
H -17.98110 9.71993 -3.44779
H -15.05041 8.92258 -3.03447
H -16.32388 7.73764 -3.57039
H -16.22301 9.97510 0.16142
H -17.95341 9.76219 -0.39682
C -12.21084 3.73348 -4.66264
C -11.00736 4.49302 -5.24853
C -10.66553 5.51278 -4.18099
S -10.83503 4.60566 -2.59428
O -11.66309 5.40063 -1.70009
O -9.52537 4.22285 -2.12410
C -11.71367 3.20064 -3.31519
H -12.57695 2.96207 -5.33913
H -13.04775 4.41384 -4.47165
H -11.23507 4.90418 -6.22904
H -10.22811 3.74787 -5.43034
H -11.42036 6.29390 -4.19308
H -9.64378 5.84954 -4.34395
H -12.33755 2.61428 -2.64666
H -10.84664 2.59177 -3.59312
C -13.94476 10.40467 3.99076
C -13.07910 11.45024 3.27164
C -12.67553 10.90817 1.90800
S -12.28554 9.16895 2.24311
O -10.88933 8.96727 2.54356
O -12.88023 8.34369 1.20097
C -13.21816 9.07473 3.82871
H -14.92998 10.40631 3.52436
H -14.00596 10.68207 5.04033
H -12.17085 11.70653 3.82816
H -13.56501 12.41915 3.14799
H -11.92366 11.41060 1.30944
H -13.66424 10.89936 1.43712
H -12.47711 8.88956 4.60403
H -13.83279 8.17766 3.76453
C -9.10976 11.57763 -5.30628
C -7.96502 10.56180 -5.36599
C -8.01017 9.90331 -6.72603
S -9.75563 9.70930 -7.12361
O -10.08901 8.32891 -6.82068
O -10.06117 10.27157 -8.41435
C -10.32353 10.75022 -5.70936
H -8.91401 12.34906 -6.05087
H -9.15343 11.93757 -4.28081
H -8.09108 9.83041 -4.56246
H -6.98860 11.00516 -5.16378
H -7.49196 8.96528 -6.91356
H -7.62131 10.56587 -7.50482
H -10.77781 10.15666 -4.90606
H -11.29335 11.22508 -5.90006
N -14.46039 6.87191 -5.48864
C -15.43405 6.09313 -6.05627
C -14.95367 5.62345 -7.27056
C -13.58376 5.97459 -7.31876
C -13.38670 6.92848 -6.34577
H -14.50087 7.52961 -4.73034
H -16.41867 5.95753 -5.63754
H -15.48983 4.96188 -7.93080
H -12.87442 5.63473 -8.05656
H -12.55801 7.56809 -6.08170
N -12.43375 11.22395 -2.65420
C -13.34464 11.92157 -3.39412
C -13.29160 13.26668 -3.15171
C -12.23450 13.44932 -2.23116
C -11.68830 12.20524 -2.00903
H -12.22035 10.22577 -2.71648
H -14.03069 11.42196 -4.06747
H -13.96910 13.95429 -3.63028
H -11.92001 14.36034 -1.74931
H -10.80768 11.88776 -1.47157
*
```

The calculation puts the HOMO-LUMO gap (spin up / spin down) at 8.16 / 6.07 eV. The HOMO energy (spin up / spin down) is -0.3696 / -0.3696 Eh. Its expectation value of S² is 2.003.

=====

What should be chosen as the least stable of them? Choose one).

=====

one) Formula: C2H5N2S
Source: OMol25
Level of theory: ωB97M-V/def2-TZVPD

```
! RIJCOSX wB97M-V def2-TZVPD def2/J DEFGRID3
* xyz 1 1
C 3.09372 0.14210 0.69664
C -0.65884 0.24333 0.71463
N 4.11015 -0.35268 0.58324
N -1.33896 -0.56740 -0.39808
S 0.78763 -0.15676 1.24817
H -0.87890 1.26770 0.56583
H 4.94011 -0.85189 0.52385
H -1.68748 -0.10859 -1.32571
H -2.12166 -1.17052 0.04023
H -0.57885 -1.17410 -0.64783
*
```

The calculation puts the HOMO-LUMO gap at 9.12 eV. The HOMO energy is -0.5136 Eh.

=====

two) Formula: C2H5N2S
Source: OMol25
Level of theory: ωB97M-V/def2-TZVPD

```
! RIJCOSX wB97M-V def2-TZVPD def2/J DEFGRID3
* xyz 1 1
H 2.04205 1.28595 0.12892
N 1.50300 0.75263 -0.63439
C 0.45667 0.19374 -0.28176
N -0.29114 0.18518 1.01898
C -0.43436 -0.69590 -1.20422
S -1.91085 -1.36542 -0.75590
H -0.01924 1.05506 1.66496
H -0.04335 -0.67163 1.48836
H -1.40708 -0.06155 0.76034
H 0.10430 -0.67806 -2.18529
*
```

The calculation puts the HOMO-LUMO gap at 8.28 eV. The HOMO energy is -0.5373 Eh. The SMILES is [H]/N=C(\[NH3+])C=S.

=====

three) Formula: C2H5N2S
Source: OMol25
Level of theory: ωB97M-V/def2-TZVPD

```
! RIJCOSX wB97M-V def2-TZVPD def2/J DEFGRID3
* xyz 1 1
C 0.11713 -0.96277 -0.43144
C -0.27653 1.18289 0.14355
N 0.65328 -1.02127 0.74569
N -0.43860 0.14867 -0.77910
S 0.54585 0.49670 1.60129
H 0.16531 -1.87267 -1.01034
H 0.28131 2.07657 -0.30847
H -1.59220 1.22344 0.53278
H 1.15936 -1.68242 1.27681
H -0.61491 0.41086 -1.77077
*
```

The calculation puts the HOMO-LUMO gap at 9.43 eV. The HOMO energy is -0.4923 Eh.

=====

What should be chosen as the least stable of them? Choose one).

=====

one) Formula: C2H2O2S2
Source: OMol25
Level of theory: ωB97M-V/def2-TZVPD

```
! RIJCOSX wB97M-V def2-TZVPD def2/J DEFGRID3
* xyz 0 1
O 0.59532 -1.95710 0.57992
C 0.53762 -0.89190 0.01060
S 2.08478 -0.14644 -0.59926
C -0.78434 -0.15804 0.01960
O -0.57181 1.09164 0.54253
S -2.16980 -0.64727 -0.63432
H 1.70484 1.13585 -0.56251
H -1.39661 1.57326 0.64344
*
```

The calculation puts the HOMO-LUMO gap at 8.90 eV. The HOMO energy is -0.3557 Eh. The SMILES is O=C(S)C(O)=S.

=====

two) Formula: C2H2O2S2
Source: OMol25
Level of theory: ωB97M-V/def2-TZVPD

```
! RIJCOSX wB97M-V def2-TZVPD def2/J DEFGRID3
* xyz 0 1
O -0.20266 -1.85956 0.41847
C -0.34938 -0.63509 0.03838
S -1.97754 0.12122 -0.49335
C 0.82739 0.28328 -0.01299
O 0.56717 1.54124 0.30591
S 2.22470 -0.44579 -0.52826
H -2.49644 -1.10755 -0.21366
H 1.40676 2.10226 0.48549
*
```

The calculation puts the HOMO-LUMO gap at 8.28 eV. The HOMO energy is -0.3464 Eh. The SMILES is O=C(S)C(O)=S.

=====

What should be chosen as the least stable of them? Choose two).